[1]
The following is a quantum chemistry calculation of a cluster of 2 separate species, C2H2F2S2 in total, from the OMol25 dataset.

Geometry as XYZ:
```
8
C2H2F2S2 (the ωB97M-V functional and the def2-TZVPD basis)
C -0.01519 -0.26604 0.46271
C -1.40693 -0.01930 0.13112
F 0.56464 -1.41474 0.78130
F -2.38752 -0.88745 0.42299
S 2.74199 1.19562 -1.19319
S -0.63905 0.92025 1.54242
H -1.66775 0.59004 -0.72839
H 2.80980 -0.11837 -1.41896
```

Computed properties:
max |F| = 0.5 eV/A
energy above the lowest of the compared OMol25 structures with the same formula, charge and spin = 3.817 eV
electronic energy = -1073.35336 a.u.
HOMO energy (alpha / beta) = -10.024 / -8.671 eV
Kohn-Sham gap (alpha / beta) = 9.16 / 6.32 eV
LUMO (alpha / beta) = -0.0319 / -0.0865 Ha

[2]
The following is a quantum chemistry calculation of an isolated molecule of C3H9N3O2, from the OMol25 dataset.

Geometry as XYZ:
```
17
C3H9N3O2 (the ωB97M-V functional and the def2-TZVPD basis)
C 0.25005 1.26975 -0.68409
C 0.09570 -0.20371 -0.28248
N -1.39376 0.58950 1.43431
N -0.79588 -0.95833 -1.14238
N -0.32068 -0.29370 1.12209
H -2.28613 0.24688 1.07697
H -1.45426 0.66308 2.44482
H -1.42668 -0.35170 -1.65245
H -0.25391 -1.49417 -1.81286
H 0.92237 1.78015 0.00027
H -0.71898 1.75991 -0.64331
H 0.65221 1.32814 -1.69287
C 1.51154 -0.81412 -0.34812
O 2.21573 -0.64557 0.76463
O 1.93841 -1.35281 -1.32975
H 1.62906 -0.25073 1.44244
H -0.56480 -1.27257 1.30280
```

Computed properties:
max |F| = 0.6 eV/A
energy above the lowest of the compared OMol25 structures with the same formula, charge and spin = 2.017 eV
electronic energy = -434.45203 a.u.
SMILES = C[C@](N)(NN)C(=O)O
HOMO energy = -9.676 eV
Kohn-Sham gap = 10.49 eV
LUMO = 0.0298 Ha

[3]
The following is a quantum chemistry calculation of a cluster of 2 separate species, CH7NO in total, from the OMol25 dataset.

Geometry as XYZ:
```
10
CH7NO (the ωB97M-V functional and the def2-TZVPD basis)
C -0.18130 -2.36176 1.07216
N 0.80254 -1.63819 1.86315
H -0.38293 -1.82440 0.14535
H -1.12629 -2.34461 1.61355
H 0.09817 -3.39204 0.83562
H 0.52462 -1.58954 2.82915
H 1.74861 -1.99928 1.82665
H -0.97350 5.37801 -2.87245
H -0.04529 4.45025 -3.61870
O -0.46462 5.32154 -3.69447
```

Computed properties:
max |F| = 0.7 eV/A
energy above the lowest of the compared OMol25 structures with the same formula, charge and spin = 0.236 eV
electronic energy = -172.26949 a.u.
SMILES = CN.O
HOMO energy = -9.180 eV
Kohn-Sham gap = 10.29 eV
LUMO = 0.0409 Ha

[4]
The following is a quantum chemistry calculation of a structure of composition C14H8F3IrNO6S, from the OMol25 dataset.

Geometry as XYZ:
```
34
C14H8F3IrNO6S (the ωB97M-V functional and the def2-TZVPD basis)
Ir -0.00780 0.23730 0.42460
C -3.32144 0.71645 0.83483
C -2.68655 1.98216 0.34285
C -3.44342 3.17766 0.27586
C -2.85558 4.32015 -0.16803
C -1.49983 4.30460 -0.57375
C -0.84501 5.45361 -1.06604
C 0.46373 5.36594 -1.45190
C 1.15699 4.14678 -1.36251
C 0.55816 3.00092 -0.88254
S 1.44706 1.48930 -0.81052
C -0.80436 3.08155 -0.47500
N -1.42068 1.95725 -0.00652
H -4.38388 0.69996 0.58934
H -3.22593 0.65210 1.92102
H -2.83223 -0.15755 0.40868
H -4.47956 3.15783 0.58625
H -3.41025 5.24994 -0.22342
H -1.39295 6.38629 -1.12691
H 0.98200 6.23873 -1.82986
H 2.19316 4.09980 -1.67312
O -1.01875 -0.56890 4.60116
C -0.84327 -0.24161 3.47097
O -0.85660 -0.67504 2.32350
C -0.40650 1.80093 3.39865
O -0.99538 2.32422 4.28960
O 0.33410 1.91735 2.45501
F 0.43938 -4.70989 -0.88118
C -0.59373 -3.91820 -0.55831
F -1.42617 -3.90840 -1.61229
F -1.24857 -4.51290 0.45751
C -0.13115 -2.49826 -0.14269
O -0.95490 -1.57564 -0.44080
O 0.93382 -2.38924 0.44236
```

Computed properties:
max |F| = 0.2 eV/A
energy above the lowest of the compared OMol25 structures with the same formula, charge and spin = 0.069 eV
charge = -1
electronic energy = -1846.72303 a.u.
multiplicity = 5
HOMO energy (alpha / beta) = -4.279 / -5.494 eV
Kohn-Sham gap (alpha / beta) = 6.61 / 7.56 eV
LUMO (alpha / beta) = 0.0857 / 0.0759 Ha

[5]
The following is a quantum chemistry calculation of an isolated molecule of C14H20S, from the OMol25 dataset.

Geometry as XYZ:
```
35
C14H20S (the ωB97M-V functional and the def2-TZVPD basis)
C -1.26841 -2.66006 0.99405
C -2.23422 -3.19228 1.70933
C -1.31410 -1.35218 0.64579
C -2.63678 -1.03062 0.77944
C -3.41036 -2.26819 1.43214
C -1.00880 -0.11032 -0.15058
C -2.48021 0.32821 0.19894
C -3.41549 0.43496 -1.00312
C 3.83101 1.09179 -2.46532
C 2.31138 0.43971 1.60981
C 0.19398 0.70948 0.40949
C 2.98507 1.40943 -1.26817
C 2.31117 0.08119 -0.86284
C 1.48717 -0.05832 0.39759
S -4.48847 -2.00070 2.77099
H -4.12400 -2.57939 0.64588
H -1.00522 -0.16736 -1.27784
H -2.42438 1.14893 1.01278
H -3.27849 -0.49543 -1.64210
H -3.37687 1.19627 -1.77645
H -4.34492 0.39996 -0.45804
H 4.14238 2.09805 -2.78698
H 3.44209 0.54835 -3.32736
H 4.74950 0.52841 -2.22786
H 3.42912 0.55533 1.39944
H 1.93422 1.48878 1.84235
H 2.08031 -0.10997 2.62165
H 0.32282 1.52443 -0.14879
H -0.11313 0.90562 1.42599
H 3.59562 1.79184 -0.51871
H 2.11617 2.12504 -1.38514
H 1.58148 -0.23295 -1.58481
H 3.18076 -0.52840 -0.93064
H 1.16652 -1.09908 0.48136
H -3.93695 -0.92052 3.43771
```

Computed properties:
max |F| = 6.0 eV/A
energy above the lowest of the compared OMol25 structures with the same formula, charge and spin = 4.218 eV
electronic energy = -943.30410 a.u.
SMILES = CCC[C@@H](C)C[C@H]1C2=C([C@H](S)C#C2)[C@@H]1C
HOMO energy (alpha / beta) = -8.501 / -8.501 eV
Kohn-Sham gap (alpha / beta) = 7.74 / 7.74 eV
LUMO (alpha / beta) = -0.0280 / -0.0281 Ha

[6]
The following is a quantum chemistry calculation of an isolated molecule of C4H9NS2, from the OMol25 dataset.

Geometry as XYZ:
```
16
C4H9NS2 (the ωB97M-V functional and the def2-TZVPD basis)
C -2.01792 -0.90119 -0.42811
C -0.61992 -1.49598 -0.38530
C 0.41953 -0.41099 -0.51862
C 0.93295 1.48821 1.47975
H -2.18394 -0.15789 0.29943
H -2.21902 -0.51864 -1.39799
H -2.75632 -1.74015 -0.19515
H -0.46345 -2.15562 -1.24227
H -0.45697 -2.07417 0.52770
H 1.55271 2.21281 1.01328
H 1.17470 1.63744 2.53717
H -0.11680 1.66115 1.29215
H 2.77426 1.01015 -0.77779
N 0.63631 0.29549 -1.51427
S 1.42095 -0.20229 1.04603
S 1.92293 1.35164 -1.73602
```

Computed properties:
max |F| = 3.0 eV/A
energy above the lowest of the compared OMol25 structures with the same formula, charge and spin = 1.311 eV
electronic energy = -1008.89510 a.u.
SMILES = CC/C(=N/S)SC
HOMO energy = -8.682 eV
Kohn-Sham gap = 9.33 eV
LUMO = 0.0238 Ha

[7]
The following is a quantum chemistry calculation of a structure of composition C25H36N3O6SSiY, from the OMol25 dataset.

Geometry as XYZ:
```
73
C25H36N3O6SSiY (the ωB97M-V functional and the def2-TZVPD basis)
Y 0.90526 -1.19655 1.81775
C -0.82084 1.13015 4.06285
N -0.38934 1.68145 2.78865
C 0.76166 2.54265 2.98935
C 2.06266 1.76345 3.22455
C 2.85676 1.46525 1.95385
N 2.30026 0.41175 1.11345
C 2.98896 0.26135 -0.01105
C 2.89366 -0.71785 -1.02815
C 3.71296 -0.53855 -2.17055
C 3.73686 -1.42855 -3.21855
C 2.94206 -2.56915 -3.16015
C 2.12766 -2.78935 -2.07005
C 2.05106 -1.89685 -0.97805
O 1.21506 -2.14105 -0.03125
C -1.54944 2.36755 2.23275
C -1.40524 3.10935 0.90525
C -0.74834 2.29655 -0.21015
N -1.07984 0.90255 -0.18255
C -2.44464 0.56895 -0.23865
C -2.86774 -0.73415 0.00485
C -4.06014 -1.21805 -0.58705
C -4.46464 -2.52875 -0.47155
C -3.70104 -3.42765 0.26725
C -2.55314 -2.98475 0.91095
C -2.11094 -1.65955 0.83965
O -1.10154 -1.26165 1.56605
H -1.10714 1.94275 4.76455
H -0.04104 0.52185 4.51235
H -1.67444 0.47885 3.88905
H 0.58786 3.23415 3.84725
H 0.89176 3.16795 2.10345
H 1.86736 0.80465 3.71045
H 2.71046 2.34865 3.88515
H 3.86886 1.15785 2.26975
H 2.95866 2.39305 1.35335
H 3.76186 1.02565 -0.20965
H 4.35116 0.33885 -2.21665
H 4.37086 -1.25215 -4.08135
H 2.96056 -3.29015 -3.96885
H 1.50256 -3.67125 -2.02745
H -1.94554 3.10565 2.96975
H -2.30364 1.59255 2.08085
H -0.85244 4.04375 1.04125
H -2.41844 3.38705 0.60265
H 0.34036 2.35735 -0.11505
H -1.01724 2.76055 -1.19025
H -3.10864 1.27355 -0.74475
H -4.62474 -0.52275 -1.20415
H -5.35624 -2.86585 -0.99715
H -4.01394 -4.46125 0.35645
H -1.94724 -3.66335 1.50395
O 3.34796 -1.35645 4.41795
S 2.18876 -2.14975 4.00695
O 1.92276 -3.27145 4.89705
O 2.34466 -2.60885 2.57595
O 0.97746 -1.21895 3.94175
C -0.80064 -1.52275 -3.68645
Si -0.81474 0.27035 -3.03715
C -2.48824 1.03995 -3.59045
C 0.56776 1.26095 -3.93675
C -0.32454 0.16665 -1.18565
H -1.18364 -1.63995 -4.69695
H -1.39494 -2.15325 -3.02975
H 0.21986 -1.89355 -3.65415
H -2.53624 1.11285 -4.67515
H -2.65594 2.03225 -3.18345
H -3.29744 0.39935 -3.25565
H 0.44846 1.24705 -5.01745
H 1.53136 0.81615 -3.70185
H 0.59756 2.30135 -3.61945
H 0.72686 0.43965 -1.09785
H -0.39684 -0.88815 -0.92555
```

Computed properties:
max |F| = 3.7 eV/A
charge = -2
electronic energy = -2316.13881 a.u.
HOMO energy = 1.158 eV
Kohn-Sham gap = 3.13 eV
LUMO = 0.1578 Ha

[8]
The following is a quantum chemistry calculation of a structure of composition C9H12N2OS, from the OMol25 dataset.

Geometry as XYZ:
```
25
C9H12N2OS (the ωB97M-V functional and the def2-TZVPD basis)
C 2.93401 1.29190 0.51097
C 1.83573 0.47172 0.91145
C 0.69514 0.87417 0.23170
C 1.43653 -0.87711 1.58793
C -0.03398 -1.01778 1.18552
C -0.56086 0.11106 0.34698
C -2.18390 0.93953 -1.38904
C -0.24916 -0.60611 -1.90420
C -1.30362 -0.29224 -0.90411
N 2.43223 2.18476 -0.29704
N -1.00132 -0.98890 2.31492
O 1.10773 2.00786 -0.42080
S -1.72025 0.56553 1.83084
H 3.98712 1.29252 0.76782
H 2.07474 -1.68164 1.17588
H 1.62807 -0.90417 2.67374
H -0.16555 -1.91322 0.61685
H -1.69767 1.85303 -1.58728
H -2.84776 1.12312 -0.56069
H -2.86247 0.67891 -2.14974
H 0.31364 0.27785 -2.20283
H -0.66006 -1.08061 -2.75104
H 0.50269 -1.23439 -1.54872
H -1.91213 -1.27032 -0.70410
H -1.74894 -1.80548 2.26498
```

Computed properties:
max |F| = 4.5 eV/A
energy above the lowest of the compared OMol25 structures with the same formula, charge and spin = 4.039 eV
electronic energy = -932.94478 a.u.
HOMO energy = -8.345 eV
Kohn-Sham gap = 8.67 eV
LUMO = 0.0118 Ha

Q: Which of these has the highest electronic energy?
A: CH7NO

Q: electronic energy of number 8 (C9H12N2OS)?
A: -932.94478 a.u.

Q: The highest max |F| belongs to which entry?
A: C14H20S